14
Properties=species:S:1:pos:R:3:forces:R:3 method="wB97M-V/def2-TZVPD" multiplicity=1 lumo_energy_ev=0.73 de_lowest_kj_mol=97.15 smiles="NC(=O)CCC=O" gap_ev=10.589 total_energy_ha=-361.8439
O 3.15230 0.59931 -0.88692 0.8 0.2 -0.4
C 2.39115 0.16269 -0.08802 -1.9 -0.5 0.8
C 0.90095 0.53122 -0.04949 0.5 -0.7 -1.6
C -0.06330 -0.64756 0.23559 -0.1 0.6 1.6
C -1.40222 -0.41793 -0.48418 1.1 0.3 0.8
N -2.23218 0.41321 0.26502 0.2 -0.3 -0.4
O -1.60732 -0.80740 -1.59543 -0.4 0.0 -0.8
H 2.64826 -0.54876 0.72350 0.6 -0.1 -0.1
H 0.86219 1.38459 0.62489 -0.6 0.0 0.0
H 0.65975 0.80028 -1.08014 0.2 0.8 0.1
H 0.39645 -1.60788 0.01528 -0.1 0.0 -0.4
H -0.25595 -0.62626 1.31628 0.0 -0.3 -0.1
H -2.37267 0.03401 1.17981 -0.1 0.3 0.6
H -3.07740 0.73048 -0.17621 -0.2 -0.2 -0.2

---

15
Properties=species:S:1:pos:R:3:forces:R:3 method="wB97M-V/def2-TZVPD" multiplicity=1 lumo_energy_ev=0.83 de_lowest_kj_mol=252.95 smiles=Cc1cccn1N gap_ev=8.528 total_energy_ha=-304.7392
C -1.08729 1.79033 -0.35899 1.7 0.1 0.2
C -0.71942 0.38540 -0.02046 1.7 -0.8 -0.8
C -1.21550 -0.67916 0.69561 -3.0 1.3 2.5
C -0.27848 -1.63823 1.06706 4.1 3.2 -4.2
C 0.86819 -1.17928 0.32784 -3.0 -0.3 0.8
H -0.61490 2.51132 0.41427 -0.7 -1.0 -1.4
H -2.14125 1.81280 -0.26212 -1.1 0.7 -0.3
H -0.68414 2.00094 -1.40962 -0.9 0.1 1.5
H -2.12616 -0.59178 1.29959 -0.1 0.0 -0.8
H -0.19973 -2.53831 1.55168 -0.7 -1.7 1.3
H 1.81687 -1.59848 0.29587 1.5 -0.6 -0.4
H 2.17467 1.25867 -0.30971 -1.9 -1.2 -2.7
H 1.30221 0.88213 -2.02460 1.2 0.2 2.7
N 0.55413 -0.03295 -0.38732 1.0 -1.5 2.0
N 1.59836 0.63129 -1.01579 0.4 1.4 -0.4

---

11
Properties=species:S:1:pos:R:3:forces:R:3 method="wB97M-V/def2-TZVPD" multiplicity=1 lumo_energy_ev="-5.73 / -5.59" de_lowest_kj_mol=487.21 gap_ev="7.904 / 7.683" total_energy_ha=-530.2251 total_charge=+1
C 0.81482 1.15664 0.31968 -0.1 -2.8 -1.3
C -0.89859 -0.28101 -0.47444 -0.4 -2.9 3.8
N 1.57584 -0.86452 -0.44842 3.0 3.1 0.5
N -0.36678 0.94808 -0.07053 1.1 4.1 0.3
P 0.33045 -1.71678 -0.26571 -3.5 -1.1 -0.4
H 1.28624 1.94708 0.81405 0.3 1.5 0.5
H -1.61820 -0.29535 0.38716 -0.3 -1.5 -1.1
H -1.39376 -0.32432 -1.36012 -1.3 0.5 -2.7
H 2.58069 -0.96385 -0.25748 -0.8 -0.2 0.0
H -1.14157 1.69406 0.00524 1.6 -1.0 -0.1
H -0.08944 -2.25340 0.98312 0.5 0.2 0.3

---

94
Properties=species:S:1:pos:R:3:forces:R:3 method="wB97M-V/def2-TZVPD" multiplicity=1 lumo_energy_ev=1.87 de_lowest_kj_mol=118.81 gap_ev=7.552 total_energy_ha=-5314.8731 total_charge=-1
Y 0.48632 -1.04599 -0.06286 0.4 0.4 -0.7
C 1.98844 -3.83038 -2.55205 -0.1 0.0 0.0
C 2.63131 -2.47851 -2.29770 0.2 0.1 0.0
C 4.05986 -2.43659 -2.80562 -0.1 0.0 0.0
O 2.62430 -2.25552 -0.85507 -0.1 -0.2 0.0
C 1.75167 -1.38020 -2.94601 -0.1 0.1 0.2
O 2.02185 -0.91610 -4.03435 0.1 -0.1 -0.1
O 0.74358 -1.04707 -2.20532 0.0 -0.1 -0.5
H 2.52844 -4.60944 -2.01355 0.0 0.0 0.0
H 2.02455 -4.05190 -3.61808 0.0 0.0 0.0
H 0.94250 -3.83842 -2.24002 0.0 0.0 0.0
H 4.62375 -3.28542 -2.41975 0.0 0.0 0.0
H 4.56032 -1.51695 -2.50264 0.0 0.1 0.0
H 4.06345 -2.45815 -3.89338 0.0 0.0 0.0
H 3.44293 -1.79638 -0.62072 0.0 0.1 0.1
C -0.57012 2.85525 1.98075 0.1 0.1 0.0
C -0.58635 2.87506 0.46156 -0.1 -0.2 0.0
C -1.66728 3.80668 -0.06951 0.0 0.1 0.0
C 0.75552 3.34237 -0.08865 0.1 0.1 0.0
O -0.81438 1.48940 0.00717 0.0 -0.1 0.0
Si -2.35103 0.83201 -0.21039 -0.2 0.2 0.1
S -2.10784 -1.21751 -0.24561 -0.2 -0.4 -0.1
O -3.07556 1.46491 -1.53130 0.0 0.0 0.0
C -2.94084 1.31086 -2.95359 0.1 0.0 0.1
C -1.47157 1.33585 -3.34873 0.0 0.0 0.0
C -3.67850 2.50182 -3.55050 0.0 0.0 0.0
C -3.60082 0.00748 -3.38686 0.0 0.0 0.0
O -3.25262 1.33649 1.06081 0.1 0.0 -0.2
C -4.68610 1.35407 1.23359 0.1 0.0 0.1
C -5.21847 2.66909 0.67806 -0.1 0.0 0.0
C -4.91818 1.26373 2.73451 0.0 0.0 0.0
C -5.33922 0.17077 0.52854 -0.1 0.0 0.1
H -0.35091 3.85490 2.36009 0.0 0.0 0.0
H 0.20983 2.18283 2.33969 0.0 0.0 0.0
H -1.52902 2.53055 2.37940 -0.1 0.0 0.0
H -1.44273 4.81714 0.27513 0.0 0.0 0.0
H -2.65260 3.53526 0.28861 -0.1 0.0 0.1
H -1.68411 3.80944 -1.15796 0.0 0.0 -0.1
H 0.79823 4.43167 -0.07354 0.0 0.0 0.0
H 0.88293 3.02642 -1.12554 0.0 0.0 0.0
H 1.60173 3.00079 0.51234 0.0 0.0 0.0
H -1.00112 2.25699 -3.00097 0.0 0.0 0.0
H -1.36560 1.29112 -4.43366 0.0 0.0 0.0
H -0.92984 0.48811 -2.93422 0.0 -0.1 0.0
H -3.21058 3.43612 -3.24073 0.0 0.0 0.0
H -4.71490 2.50577 -3.21296 0.0 0.0 0.0
H -3.66878 2.45701 -4.63964 0.0 0.0 0.0
H -3.13815 -0.84230 -2.89093 0.1 0.0 0.0
H -3.50019 -0.12306 -4.46520 0.0 0.0 0.0
H -4.66316 0.02164 -3.13975 0.0 0.0 0.0
H -4.80640 3.51183 1.23394 0.0 0.0 0.0
H -6.30533 2.69940 0.77075 0.0 0.0 0.0
H -4.95595 2.78044 -0.37234 0.0 0.0 -0.1
H -4.40938 2.07277 3.25804 0.0 0.0 0.0
H -4.52880 0.32778 3.13345 0.0 0.0 0.0
H -5.98529 1.32274 2.95302 -0.1 0.0 0.0
H -5.22265 0.23047 -0.55174 0.1 0.0 -0.1
H -6.40684 0.15830 0.75490 0.0 0.0 0.0
H -4.90158 -0.76484 0.87045 0.0 -0.1 0.0
N 2.34261 0.58409 -0.44979 -0.6 0.5 0.3
C 3.58885 0.72949 0.25921 0.1 -0.2 -0.4
C 4.77861 0.71893 -0.46514 -0.1 -0.1 0.1
C 5.99002 0.79097 0.19998 0.1 0.0 0.0
C 6.03118 0.88276 1.58521 -0.2 0.2 -0.1
C 4.83973 0.89964 2.29244 0.0 0.0 0.0
C 3.61395 0.81285 1.64036 0.1 0.0 0.0
S 7.60558 1.04526 2.43062 0.2 -0.2 0.1
O 8.39099 -0.05258 1.88462 0.0 0.0 0.0
O 8.08231 2.36118 2.04349 -0.1 0.1 -0.1
O 7.26092 0.91424 3.83770 0.0 0.0 -0.1
H 2.45610 0.69021 -1.45562 0.1 -0.1 0.1
H 1.71059 1.33765 -0.18127 0.2 0.1 -0.1
H 4.75035 0.66547 -1.54838 0.0 0.0 0.0
H 6.91858 0.77632 -0.35422 0.1 0.0 0.0
H 4.88961 0.96397 3.36963 0.0 0.0 0.1
H 2.68889 0.79103 2.20257 0.0 0.0 0.0
N 0.59403 -0.67065 2.14517 0.0 0.2 0.4
C 0.00398 -0.45114 3.14167 0.3 -0.4 0.0
N -0.45852 -0.34589 4.30151 0.0 0.1 0.3
C -1.61851 0.16390 4.65361 -0.1 0.0 0.0
N -2.61341 0.58248 5.06312 -0.2 0.1 0.1
C -1.28327 -3.98739 1.97590 -0.1 -0.2 -0.1
As 0.33050 -3.84675 0.89937 -0.3 0.2 0.4
C 0.35373 -5.60100 0.08134 0.0 -0.2 0.0
C 1.65232 -4.07118 2.30435 0.1 -0.2 0.0
H -1.24748 -4.89978 2.57634 0.0 0.1 0.0
H -2.15518 -3.99781 1.32055 0.0 0.0 0.1
H -1.36017 -3.11651 2.62497 0.0 0.0 0.0
H 0.06955 -6.33193 0.84151 0.0 0.0 -0.1
H 1.35095 -5.82949 -0.29123 0.0 0.0 0.0
H -0.34937 -5.64492 -0.74979 0.0 0.0 0.0
H 1.34736 -4.88873 2.96103 0.1 0.1 0.0
H 1.73362 -3.14854 2.87699 0.0 0.0 0.0
H 2.62228 -4.29676 1.85880 0.0 0.0 0.1

---

40
Properties=species:S:1:pos:R:3:forces:R:3 method="wB97M-V/def2-TZVPD" multiplicity=1 lumo_energy_ev=0.33 de_lowest_kj_mol=0.00 smiles="O=C(O)[C@H](CSCc1ccccc1)NS(=O)(=O)c1ccc(F)cc1" gap_ev=9.151 total_energy_ha=-1871.2795
O -0.47196 0.90751 -3.73287 0.0 0.1 -0.2
C -1.02809 0.51324 -2.74539 0.3 -0.4 0.4
O -2.26082 0.86243 -2.43488 -0.6 0.3 0.0
H -2.58007 0.50869 -1.56327 0.4 0.1 -0.4
C -0.34597 -0.45318 -1.74341 0.2 0.5 -0.2
N -1.13119 -1.64763 -1.51570 -0.4 -0.1 0.8
S -2.15709 -1.62031 -0.20918 0.4 -0.2 -0.5
O -2.98755 -2.77604 -0.29999 0.0 -0.3 0.0
O -2.79979 -0.32211 -0.13628 0.1 -0.1 0.4
C -1.01639 -1.74200 1.15415 -0.4 0.2 -0.5
C -1.20256 -0.92546 2.25303 0.0 0.0 0.1
C -0.32235 -1.00897 3.31786 0.1 -0.1 0.0
C 0.72536 -1.91290 3.23871 -0.2 0.0 -0.2
C 0.91545 -2.73647 2.14031 -0.1 0.0 0.1
C 0.02454 -2.64840 1.08565 0.1 -0.1 0.2
H 0.13548 -3.26590 0.21023 0.1 -0.1 -0.1
H 1.74886 -3.41939 2.11790 0.1 -0.1 0.0
F 1.58823 -1.99028 4.26388 0.0 0.0 -0.1
H -0.43265 -0.38991 4.19396 0.0 0.1 0.1
H -2.02885 -0.23308 2.25443 0.0 0.1 0.1
H -1.49025 -2.11695 -2.33154 -0.3 -0.2 0.0
C 1.07457 -0.79668 -2.19146 0.2 0.2 0.4
H 1.08224 -1.75306 -2.71201 0.0 0.0 -0.1
H 1.44638 -0.02478 -2.86490 -0.1 -0.1 0.0
S 2.24031 -0.96261 -0.80905 0.3 0.1 -0.1
C 2.71839 0.79712 -0.57245 -0.1 -0.6 -0.2
C 1.53785 1.63573 -0.21485 0.0 0.2 0.0
C 0.97078 2.49940 -1.14499 0.2 -0.1 0.1
C -0.17522 3.20982 -0.83210 -0.1 0.1 0.0
C -0.76250 3.06820 0.41345 -0.1 0.1 -0.1
C -0.19252 2.22332 1.35211 0.1 -0.1 0.1
C 0.94886 1.50850 1.03957 0.1 0.1 -0.1
H 1.38888 0.83595 1.76239 0.0 -0.1 0.1
H -0.63755 2.12260 2.33049 -0.1 0.0 0.1
H -1.66027 3.61650 0.65390 -0.1 0.1 0.0
H -0.61206 3.86784 -1.56723 -0.1 0.1 -0.1
H 1.41987 2.61100 -2.12094 0.1 0.0 -0.1
H 3.45389 0.76504 0.23050 0.1 0.0 0.0
H 3.19384 1.13096 -1.49421 0.1 0.1 0.1
H -0.31807 0.06225 -0.77579 0.1 0.1 -0.2

---

25
Properties=species:S:1:pos:R:3:forces:R:3 method="wB97M-V/def2-TZVPD" multiplicity=1 lumo_energy_ev="-0.16 / 0.48" de_lowest_kj_mol=666.61 gap_ev="8.026 / 8.913" total_energy_ha=-481.4615
C 1.00321 -2.53636 -2.81702 -0.1 0.0 0.1
C 2.06469 -2.01150 -3.54578 0.1 0.0 -0.1
C 0.56040 -1.89093 -1.66647 0.0 -0.3 -0.3
C 2.67292 -0.84655 -3.10799 -0.1 -0.4 -0.3
C 1.25447 -0.74460 -1.36582 -0.2 0.7 0.8
C 1.32946 0.67600 2.16272 0.1 -0.3 -0.1
C -0.13469 0.29248 2.20285 0.5 0.8 -0.4
C -0.66441 1.56322 1.54857 -0.3 -0.2 -0.3
C 0.45396 0.77311 0.96082 0.2 -0.4 0.0
C -3.11326 1.39655 2.01239 0.1 0.0 -0.2
C -2.04143 1.53365 0.93163 0.0 -0.1 0.3
N 2.23394 -0.24090 -2.01160 0.0 0.6 0.6
H 0.51968 -3.44636 -3.14447 0.0 -0.1 0.0
H 2.41138 -2.50432 -4.44067 0.0 0.0 -0.1
H -0.25312 -2.26870 -1.07150 -0.1 0.0 0.1
H 3.50539 -0.39142 -3.62570 0.0 0.0 -0.1
H 1.65450 1.57657 2.67884 0.0 0.1 0.0
H 2.05256 -0.12836 2.19155 0.0 -0.1 -0.1
H -0.63323 -0.55707 2.61002 -0.2 -0.4 0.0
H -0.42844 2.51060 2.03864 0.1 0.0 0.0
H -4.10874 1.49557 1.58657 -0.1 0.0 0.0
H -2.98217 2.16658 2.77115 -0.1 0.0 0.1
H -3.04086 0.42264 2.49374 0.0 0.0 0.1
H -2.20520 2.46143 0.37542 0.1 -0.1 -0.1
H -2.11100 0.69866 0.23210 0.0 0.0 -0.1